DFT (wB97M-V/def2-TZVPD) results for an isolated ion of composition C19H29N2O3 and charge +1.

Results
* gap between HOMO and LUMO: 9.24 eV
* SMILES: C[C@H](C(=O)NCC1(c2ccccc2)CCOCC1)[NH+]1CCOCC1
* charge: +1
* LUMO: -2.23 eV
* relative energy (zero: lowest compared OMol25 entry of this formula, charge and spin): 23.1 kcal/mol
* HOMO energy: -11.47 eV
* strongest force on any atom: 0.8 eV Å⁻¹

Each line ends with the natural charge from an NBO analysis.
Element x y z (Å)
C -2.4582 0.0716 1.6690  -0.64
C -2.4078 0.7961 0.3337  -0.11
C -0.9874 0.8684 -0.3038  0.67
O -0.6651 1.9616 -0.7753  -0.65
N -0.2728 -0.2268 -0.3082  -0.61
C 1.0595 -0.2982 -0.8844  -0.22
C 1.8102 -1.5676 -0.4408  -0.09
C 3.2854 -1.4770 -0.8343  0.07
C 4.1654 -2.4545 -0.3742  -0.24
C 5.5038 -2.4373 -0.7179  -0.20
C 5.9974 -1.4403 -1.5410  -0.19
C 5.1337 -0.4734 -2.0190  -0.20
C 3.7915 -0.4928 -1.6741  -0.24
C 1.6651 -1.7343 1.0954  -0.44
C 0.6252 -2.8025 1.4576  -0.08
O -0.4959 -2.7386 0.5887  -0.56
C -0.1682 -3.2191 -0.7119  -0.08
C 1.2472 -2.8179 -1.1558  -0.45
N -2.8256 2.2246 0.3554  -0.40
C -4.1565 2.5047 -0.2129  -0.25
C -4.3279 4.0210 -0.3645  -0.09
O -4.1719 4.6678 0.8702  -0.50
C -2.8986 4.4311 1.4097  -0.09
C -2.6756 2.9322 1.6446  -0.25
H -1.7206 0.4515 2.3704  0.23
H -2.2641 -0.9868 1.5128  0.26
H -3.4464 0.1548 2.1150  0.23
H -3.0569 0.2741 -0.3779  0.24
H -0.6068 -1.0919 0.1338  0.45
H 0.9706 -0.2729 -1.9750  0.21
H 1.6080 0.5932 -0.5662  0.23
H 3.8105 -3.2527 0.2621  0.20
H 6.1606 -3.2074 -0.3432  0.22
H 7.0416 -1.4222 -1.8106  0.22
H 5.5001 0.3058 -2.6698  0.22
H 3.1577 0.2771 -2.0826  0.21
H 1.3748 -0.7775 1.5331  0.21
H 2.6177 -2.0098 1.5437  0.24
H 0.2372 -2.6417 2.4654  0.21
H 1.0601 -3.8064 1.4122  0.18
H -0.9314 -2.8092 -1.3785  0.19
H -0.2605 -4.3120 -0.7195  0.20
H 1.9288 -3.6453 -0.9603  0.23
H 1.2527 -2.6496 -2.2329  0.23
H -2.0393 2.6191 -0.2940  0.48
H -4.2500 2.0242 -1.1874  0.23
H -4.9198 2.1120 0.4642  0.22
H -5.3350 4.2533 -0.7124  0.23
H -3.5978 4.4019 -1.0952  0.18
H -2.8586 4.9694 2.3573  0.23
H -2.1157 4.8211 0.7410  0.18
H -1.6718 2.7691 2.0357  0.24
H -3.4186 2.5599 2.3525  0.23

---

DFT (wB97M-V/def2-TZVPD) results for a 2-piece molecular cluster, C6H8O3 overall at a distorted geometry.

Results
* gap between HOMO and LUMO: 9.26 eV
* LUMO: -0.62 eV
* relative energy (zero: lowest compared OMol25 entry of this formula, charge and spin): 145.3 kcal/mol
* HOMO energy: -9.88 eV
* strongest force on any atom: 6.9 eV Å⁻¹

Each line ends with the natural charge from an NBO analysis.
Element x y z (Å)
C -1.3051 -0.5952 0.3121  -0.03
C -1.2848 0.8706 -0.0415  -0.40
C 0.2370 1.4607 0.2604  -0.41
C 0.8222 -0.0541 0.2252  -0.11
C -0.0544 -1.0952 -0.1549  -0.12
C 2.2985 -0.2230 -0.0514  0.76
H -3.2616 0.1148 -0.8875  0.39
H -1.5074 -0.6582 1.3755  0.20
H -1.4255 0.7589 -1.2076  0.21
H -2.2493 1.5043 0.1358  0.22
H 0.1791 2.0278 1.2238  0.22
H 0.6036 2.1521 -0.4237  0.23
H 0.3654 -2.2037 -0.2998  0.28
H 3.4458 -1.8955 0.2390  0.51
O -2.5263 -1.1813 -0.3595  -0.65
O 2.5031 -1.6088 0.1824  -0.72
O 3.1596 0.6258 -0.5283  -0.58

---

DFT (wB97M-V/def2-TZVPD) results for C5H10O as an isolated structure at a distorted geometry.

Results
* gap between HOMO and LUMO: 9.58 eV
* LUMO: 1.16 eV
* relative energy (zero: lowest compared OMol25 entry of this formula, charge and spin): 71.7 kcal/mol
* HOMO energy: -8.43 eV
* strongest force on any atom: 1.7 eV Å⁻¹

Each line ends with the natural charge from an NBO analysis.
Element x y z (Å)
C -1.5800 0.2272 1.6717  -0.26
O -0.3476 0.8256 1.2955  -0.48
C 0.2836 0.1576 0.3298  0.36
C 0.0949 -0.9761 -0.3682  -0.36
C 1.4067 -0.7920 -1.1062  -0.39
C 1.5278 0.5859 -0.3749  -0.44
H -1.4325 -0.8428 1.8683  0.18
H -2.3260 0.3645 0.8737  0.19
H -1.8967 0.7309 2.5854  0.20
H -1.5080 1.1175 -1.4257  -0.04
H -0.5865 -1.8124 -0.2746  0.22
H -1.1269 0.4313 -1.3809  0.01
H 1.3923 -0.7417 -2.2021  0.20
H 2.1701 -1.5076 -0.7841  0.20
H 2.4008 0.7246 0.2713  0.21
H 1.4117 1.4645 -1.0263  0.21